Entry 1:
C20H85N5O20 | ωB97M-V/def2-TZVPD

Calculated values
LUMO energy	-0.254	eV
E_tot	-70517.5087	eV
spin multiplicity	1
highest occupied orbital energy	-9.2	eV

Each line ends with the Löwdin charge.
Element x y z (Å)
O  1.138  -4.249  1.723  -0.08
O  1.601  -4.470  -3.967  -0.05
O  -2.978  4.013  -2.875  -0.18
O  -3.049  -4.081  -2.131  -0.07
O  -5.010  1.616  0.170  -0.08
O  -3.358  -0.192  -2.944  -0.05
O  2.035  -0.222  -7.028  -0.07
O  -3.769  1.699  5.969  -0.18
O  2.122  -4.895  -0.963  -0.07
O  -1.207  0.289  -6.754  -0.08
O  5.958  -3.328  3.350  -0.17
O  1.036  -0.857  -3.423  -0.23
O  2.686  -2.461  -2.153  -0.06
O  -5.417  -0.917  -0.950  -0.05
O  -2.189  1.224  0.918  -0.07
O  4.452  -0.465  -5.922  -0.03
O  3.392  3.390  1.399  -0.18
O  -0.146  -2.058  -6.074  -0.03
O  -1.230  -3.866  0.216  -0.08
O  -2.715  -2.566  -4.435  -0.04
N  -1.295  3.991  0.380  0.01
N  -1.575  -0.911  -0.689  0.06
N  -2.360  -0.555  3.244  0.04
N  0.183  3.261  3.253  0.05
N  2.555  -2.228  2.898  0.02
C  -3.319  0.361  3.911  -0.42
C  -0.193  -1.052  -2.796  -0.19
C  2.022  3.101  1.632  -0.20
C  -4.238  3.521  -3.268  -0.11
C  4.583  -3.226  3.555  -0.24
C  6.571  -4.208  4.293  -0.10
C  0.763  -0.623  -0.406  -0.05
C  4.356  -0.636  3.456  -0.05
C  -2.517  3.360  -1.683  -0.17
C  3.999  -1.998  2.809  -0.38
C  -3.513  1.840  7.368  -0.10
C  2.410  3.700  4.123  -0.05
C  -0.376  -0.450  -1.396  -0.39
C  -2.956  0.685  5.393  -0.21
C  1.212  0.390  -4.062  -0.05
C  1.511  3.747  2.883  -0.46
C  -1.313  4.157  -1.096  -0.36
C  3.785  3.143  0.078  -0.12
C  -4.778  -0.040  3.735  -0.05
C  0.038  3.730  -1.672  -0.06
H  -1.272  0.058  -7.682  0.03
H  1.635  -0.069  -0.764  0.07
H  4.136  -4.168  3.223  0.13
H  2.274  -4.020  -1.344  -0.03
H  6.002  -5.104  4.552  0.09
H  4.905  -1.182  -6.377  0.07
H  -2.137  4.339  0.825  0.09
H  -0.092  3.637  -2.752  0.08
H  -1.620  1.975  0.695  0.02
H  -2.083  -3.186  -4.806  0.06
H  0.877  -4.840  2.433  0.06
H  0.468  -0.280  0.586  0.07
H  -5.027  3.804  -2.566  0.09
H  2.051  -1.346  2.911  0.09
H  1.719  -4.749  -0.097  -0.02
H  4.273  -3.141  4.604  0.13
H  1.579  -3.499  2.171  -0.01
H  1.013  -1.674  -0.253  0.07
H  1.919  0.724  -7.150  0.04
H  -3.040  -1.019  -3.324  0.00
H  -5.005  -1.525  -0.330  0.06
H  -0.363  -4.107  0.574  -0.01
H  -1.920  1.005  5.550  0.12
H  3.515  -2.092  -1.837  0.07
H  -4.294  2.433  -3.330  0.07
H  4.861  3.289  -0.026  0.09
H  3.869  -0.546  4.426  0.08
H  -3.186  1.361  3.489  0.12
H  1.827  2.025  1.665  0.13
H  2.875  -0.306  -6.550  -0.03
H  -0.458  3.318  2.470  0.03
H  -1.936  -0.200  -0.049  0.03
H  -0.264  -2.144  -2.751  0.14
H  -2.782  -3.417  -2.780  -0.03
H  2.155  -1.697  -2.438  0.02
H  -4.021  1.042  7.915  0.09
H  7.523  -4.483  3.842  0.09
H  0.835  4.449  -1.477  0.07
H  -0.783  -0.482  -6.342  -0.04
H  -3.283  3.343  -0.904  0.11
H  -4.495  4.038  -4.191  0.09
H  2.188  0.326  -4.539  0.08
H  -1.539  5.218  -1.218  0.14
H  2.440  2.652  4.429  0.07
H  -2.259  -4.250  -1.602  0.00
H  4.240  0.164  2.726  0.07
H  -0.537  4.584  0.696  0.07
H  1.965  -4.120  -4.785  0.03
H  -4.914  -1.060  4.102  0.08
H  -1.144  -2.939  -0.042  -0.01
H  -2.285  2.347  -2.021  0.12
H  1.962  4.275  4.932  0.08
H  -2.809  -0.770  2.356  0.06
H  -2.896  -0.240  5.982  0.12
H  0.398  2.751  -1.352  0.06
H  1.442  3.558  0.825  0.09
H  -0.339  -2.996  -6.147  0.06
H  -1.941  0.985  1.819  0.02
H  -4.104  1.434  0.444  -0.02
H  3.490  2.174  -0.328  0.08
H  1.454  4.830  2.714  0.13
H  5.437  -0.618  3.625  0.08
H  -0.463  0.634  -1.535  0.11
H  1.878  -3.839  -3.290  -0.02
H  -2.601  -1.433  3.701  0.08
H  6.774  -3.759  5.269  0.08
H  -4.807  -0.882  -1.698  0.01
H  -5.135  -0.068  2.704  0.07
H  3.399  3.957  -0.545  0.08
H  -3.491  -2.644  -4.998  0.09
H  -2.453  1.718  7.607  0.08
H  2.341  -2.527  3.845  0.09
H  4.922  -0.370  -5.089  0.06
H  0.349  -1.974  -5.251  0.03
H  3.420  4.017  3.871  0.08
H  -5.304  0.800  -0.265  -0.01
H  -0.217  3.945  3.886  0.08
H  0.449  0.601  -4.813  0.09
H  1.261  1.204  -3.336  0.09
H  -3.511  0.381  -3.702  0.06
H  -2.379  -0.973  -1.308  0.04
H  -5.404  0.653  4.296  0.08
H  -3.830  2.808  7.751  0.09
H  4.450  -2.002  1.815  0.14
H  -1.048  -0.773  -3.414  0.10

***

Entry 2:
C21H12CeN13 | ωB97M-V/def2-TZVPD

Calculated values
LUMO energy	-6.850	eV
relative energy (zero: lowest compared OMol25 entry of this formula, charge and spin)	0.0	kcal per mole
net charge	+1
E_tot	-54259.8931	eV
spin multiplicity	1
highest occupied orbital energy	-12.0	eV

Each line ends with the Löwdin charge.
Element x y z (Å)
Ce  0.062  -1.608  0.224  1.64
N  -1.266  0.347  -0.429  -0.11
N  -2.161  -5.398  0.434  0.09
N  -0.783  -2.984  4.320  0.09
N  -1.990  -5.085  -0.859  -0.01
N  -2.595  2.098  -0.541  0.03
N  10.146  -1.251  -2.168  0.19
N  -0.610  -2.072  2.341  -0.19
N  -1.670  -4.212  2.461  0.19
N  -1.311  -3.394  0.246  -0.20
N  -0.146  -1.807  4.406  -0.01
N  -7.228  6.740  1.208  0.19
N  -0.024  -1.252  3.257  -0.05
N  -1.487  -3.915  -0.999  -0.05
C  -6.443  5.957  0.909  -0.16
C  4.906  -1.434  -1.089  -0.24
C  -1.899  2.035  -1.734  0.01
C  7.144  -0.839  -0.437  0.00
C  -5.465  4.978  0.540  -0.21
C  -1.726  -4.354  1.105  -0.41
C  5.793  -0.883  -0.159  0.00
C  -4.178  3.021  1.079  0.01
C  -2.180  1.063  0.208  -0.09
C  -1.084  0.958  -1.656  -0.09
C  -3.912  4.085  -1.062  0.01
C  7.623  -1.348  -1.645  -0.21
C  -3.570  3.076  -0.171  -0.16
C  9.023  -1.296  -1.935  -0.17
C  6.740  -1.906  -2.570  0.00
C  3.512  -1.461  -0.804  -0.09
C  5.389  -1.950  -2.295  0.00
C  -1.051  -3.144  3.042  -0.41
C  -5.120  3.966  1.433  0.01
C  -4.854  5.032  -0.710  0.01
C  2.312  -1.465  -0.566  -0.17
H  -3.454  4.149  -2.038  0.11
H  7.835  -0.413  0.276  0.13
H  -2.532  0.832  1.199  0.15
H  4.701  -2.384  -3.007  0.13
H  -1.939  -4.993  3.042  0.18
H  7.122  -2.301  -3.502  0.13
H  -2.025  2.739  -2.535  0.13
H  5.415  -0.493  0.776  0.13
H  -5.119  5.816  -1.405  0.13
H  -5.591  3.922  2.405  0.13
H  -3.928  2.249  1.792  0.11
H  -0.385  0.576  -2.384  0.13

***

Entry 3:
C21H12Co2O6S | ωB97M-V/def2-TZVPD

Calculated values
LUMO energy	-3.877	eV
relative energy (zero: lowest compared OMol25 entry of this formula, charge and spin)	3.5	kcal per mole
E_tot	-120338.6928	eV
spin multiplicity	1
highest occupied orbital energy	-7.3	eV

Each line ends with the Löwdin charge.
Element x y z (Å)
Co  -1.024  -1.368  0.902  0.07
Co  1.052  -2.631  0.216  0.08
S  0.111  2.862  -2.167  0.95
O  0.715  -3.403  -2.565  0.12
O  -2.212  -2.521  -1.522  0.14
O  3.897  -2.184  -0.057  0.14
O  1.072  -5.157  1.653  0.12
O  -3.373  0.186  1.696  0.15
O  -1.648  -3.590  2.732  0.15
C  2.819  -1.421  4.308  -0.08
C  2.762  -2.385  0.050  -0.14
C  3.328  2.575  -4.460  -0.07
C  -2.433  -0.408  1.378  -0.08
C  0.017  -0.024  0.353  -0.25
C  -1.325  -2.754  2.002  -0.12
C  2.025  0.674  2.629  -0.02
C  2.472  4.128  -2.282  -0.09
C  4.210  3.478  -3.843  -0.05
C  2.983  0.893  3.620  -0.09
C  1.856  -1.646  3.323  -0.04
C  -1.600  -2.107  -0.632  -0.13
C  1.517  -0.625  2.408  -0.22
C  0.081  1.060  -0.469  -0.12
C  0.780  -3.081  -1.457  -0.18
C  2.031  2.422  -3.989  -0.08
C  0.673  -0.889  1.239  -0.28
C  3.404  -0.157  4.444  -0.09
C  1.614  3.143  -2.839  -0.69
C  3.767  4.262  -2.765  -0.07
C  1.007  -4.133  1.119  -0.17
H  4.443  4.981  -2.300  0.11
H  1.054  1.544  -0.649  0.03
H  2.096  4.733  -1.460  0.11
H  3.112  -2.242  4.965  0.11
H  1.675  1.488  1.992  0.11
H  1.322  1.739  -4.452  0.11
H  -0.897  1.331  -0.890  0.01
H  5.235  3.576  -4.204  0.11
H  4.176  0.011  5.197  0.10
H  1.370  -2.624  3.240  0.10
H  3.664  1.986  -5.314  0.11
H  3.401  1.894  3.737  0.10